{
  "formula": "C5H7N",
  "method": "wB97M-V/def2-TZVPD",
  "smiles": "C=CCC1=CN1",
  "charge": 0,
  "multiplicity": 1,
  "symbols": ["C", "C", "C", "C", "C", "N", "H", "H", "H", "H", "H", "H", "H"],
  "coordinates": [[-2.629, 0.543, -0.037], [-1.615, 0.034, -0.644], [-0.131, -0.372, 0.246], [1.336, -0.103, 0.083], [2.467, -0.337, -0.487], [2.540, 0.897, 0.279], [-2.689, 0.875, 0.978], [-3.647, 0.310, -0.502], [-1.415, -0.055, -1.698], [-0.447, -0.089, 1.250], [-0.117, -1.543, 0.058], [3.325, -0.937, -0.750], [3.022, 0.777, 1.223]]
}

***

{
  "formula": "C5H7N",
  "method": "wB97M-V/def2-TZVPD",
  "charge": 0,
  "multiplicity": 1,
  "symbols": ["N", "C", "C", "C", "C", "C", "H", "H", "H", "H", "H", "H", "H"],
  "coordinates": [[1.746, 1.574, 0.909], [0.702, 1.149, 0.453], [-0.769, 1.166, 0.153], [-0.836, -0.226, -0.460], [-0.370, -1.374, 0.392], [0.612, -0.652, -0.489], [-0.947, 1.951, -0.594], [-1.373, 1.373, 1.045], [-1.535, -0.408, -1.273], [-0.714, -2.363, 0.078], [-0.309, -1.266, 1.476], [1.760, 0.429, 0.300], [1.062, -1.161, -1.347]]
}

***

{
  "formula": "C5H7N",
  "method": "wB97M-V/def2-TZVPD",
  "charge": 0,
  "multiplicity": 1,
  "symbols": ["C", "C", "C", "C", "C", "N", "H", "H", "H", "H", "H", "H", "H"],
  "coordinates": [[1.420, 0.624, -0.029], [0.428, -0.500, -0.212], [-0.538, -0.893, 0.867], [-1.067, -0.279, -0.379], [-1.324, 1.650, -1.024], [-1.807, 1.036, -0.114], [1.700, 1.056, -0.997], [2.331, 0.258, 0.456], [1.003, 1.424, 0.588], [0.804, -1.327, -0.817], [-0.582, -0.235, 1.732], [-0.787, -1.931, 1.045], [-1.580, -0.886, -1.117]]
}

***

Energy above the lowest of the compared OMol25 structures with the same formula, charge and spin (kcal per mole)
143.74; 129.39; 72.25